# 1
Computed, not measured: 2 unconnected molecules or ions with the total composition C2H2BrFO at a distorted geometry, with ωB97M-V/def2-TZVPD.

ORCA input file:
```
! wB97M-V def2-TZVPD RIJCOSX def2/J DEFGRID3
* xyz 0 1
O -0.09900 -2.17706 -0.31591
H 1.99197 1.12013 1.04224
Br 2.87544 1.03693 -0.01322
F -1.87799 0.36502 0.83831
C -0.56293 -1.11168 -0.31794
C -1.26717 -0.02372 -0.34733
H -1.06032 0.79037 -0.88615
*
```

Output
HOMO-LUMO gap = 9.44 eV
total energy = -2826.4473 a.u.
energy above the lowest of the compared OMol25 structures with the same formula, charge and spin = 112.3 kJ/mol
SMILES = O=C=CF.Br

# 2
Computed, not measured: 2 unconnected molecules or ions with the total composition C2H2BrN at a distorted geometry, with ωB97M-V/def2-TZVPD.

ORCA input file:
```
! wB97M-V def2-TZVPD RIJCOSX def2/J DEFGRID3
* xyz 0 1
Br -2.21728 -0.22238 0.01126
H -0.22067 -1.10745 -0.96905
N 1.87906 2.26013 0.02131
C 1.20859 1.33526 -0.01892
H -0.14853 -1.36946 0.90211
C -0.50116 -0.89610 0.05329
*
```

Output
HOMO-LUMO gap (spin up / spin down) = 7.04 / 7.04 eV
total energy = -2705.9908 a.u.
energy above the lowest of the compared OMol25 structures with the same formula, charge and spin = 425.6 kJ/mol